Formula: C4H14N2O
Source: the Open Molecules 2025 dataset
Level of theory: ωB97M-V/def2-TZVPD

Properties
charge: +2
highest occupied orbital energy: -0.6647 hartree
largest force on an atom: 0.053 Eh/bohr
energy relative to the best compared isomer or geometry (same formula, charge and spin): 43.9 kcal/mol

XYZ file:
```
21
Properties=species:S:1:pos:R:3:forces:R:3
C 0.565853 1.626913 -0.119103 0.5418 -0.1655 -0.7470
C 0.090337 0.313994 0.576397 -0.8656 1.8940 -1.7554
C -1.367308 -0.119439 0.481434 -0.3836 -1.8937 0.6873
C -2.063410 -0.722759 -0.481329 1.0607 -0.2177 -1.4063
N -2.762302 -2.009934 -0.155476 -1.3645 1.0058 0.9174
N 1.910464 1.933294 0.520359 0.1878 0.3846 2.4958
H 0.820202 1.489010 -1.176172 -0.6707 0.0036 0.1926
H -0.105272 2.461763 0.045648 0.1199 0.2075 -0.0633
H 0.642897 -0.436624 0.024864 0.2334 -0.4694 0.7151
H 0.261354 0.393790 1.634753 0.5202 -0.2406 0.3645
H -1.728836 -0.439638 1.464921 0.3352 0.0228 0.0825
H -2.028294 -0.504810 -1.542288 0.2294 -0.2852 0.0146
H -3.722289 -2.126361 -0.509389 -0.0691 0.5636 0.1061
H -2.347651 -2.913012 -0.411655 0.9132 0.4847 -0.1998
H -2.787747 -1.962153 0.868613 -0.4543 -0.6766 0.0534
H 1.618760 2.023849 1.506020 0.6563 -0.6778 0.1194
H 2.598334 1.178333 0.419427 -0.4481 -0.4389 0.0076
H 2.500893 2.779508 0.509824 -0.8072 0.4243 -1.5234
H 2.579742 -1.679357 -0.800897 0.5630 -0.4146 -0.2139
H 2.972393 -0.484903 -1.759511 0.2223 -0.5708 -0.1246
O 2.351882 -0.801463 -1.096441 -0.5200 1.0599 0.2773
```
Forces are in eV/Å.